70
Properties=species:S:1:pos:R:3 method="wB97M-V/def2-TZVPD" homo_energy_ha="-0.100 / -0.123" mol_weight_g_mol=679.89 fmax_ev_per_a=3.7 e_tot_ev=-164915.904 multiplicity=2 s_squared=0.76 charge=-1
Co 0.827 0.529 -0.381
O 4.515 0.284 -1.595
C 3.283 0.389 -1.526
N 2.587 0.513 -0.360
C 3.301 0.435 0.886
C 2.295 0.485 1.990
C 2.645 0.481 3.322
C 1.651 0.527 4.297
C 0.324 0.595 3.865
C 0.050 0.606 2.520
N 1.006 0.539 1.570
C 2.370 0.409 -2.660
C 2.778 0.337 -3.990
C 1.847 0.371 -5.000
C 0.485 0.477 -4.635
C 0.145 0.538 -3.307
N 1.038 0.509 -2.310
H 4.024 1.263 0.975
H 3.888 -0.497 0.938
H 3.689 0.441 3.595
H 1.904 0.505 5.344
H -0.481 0.641 4.584
H -0.969 0.679 2.170
H 3.837 0.260 -4.184
H 2.135 0.316 -6.039
H -0.285 0.492 -5.392
H -0.899 0.605 -3.021
Cl 2.353 3.740 2.148
C 0.625 3.732 2.011
C -0.103 4.042 3.135
C -1.490 4.086 3.072
C -2.117 3.862 1.850
C -1.387 3.549 0.732
C 0.025 3.425 0.761
C 0.756 2.988 -0.357
H 0.408 4.267 4.061
H -2.063 4.320 3.958
H -3.196 3.937 1.791
H -1.875 3.389 -0.218
H 1.821 3.163 -0.347
H 0.284 3.089 -1.325
Br -0.550 -8.055 -0.658
C 0.468 -6.441 -0.477
C 1.825 -6.548 -0.233
C 2.569 -5.387 -0.098
C 1.957 -4.152 -0.205
C 0.591 -4.064 -0.444
C -0.164 -5.221 -0.586
C -0.095 -2.685 -0.531
O -1.308 -2.676 -0.741
O 0.682 -1.721 -0.350
H 2.290 -7.520 -0.150
H 3.630 -5.464 0.094
H 2.517 -3.235 -0.106
H -1.223 -5.135 -0.775
C -4.167 1.613 -0.942
C -3.510 0.296 -0.507
C -3.773 -0.829 -1.517
C -3.983 -0.100 0.899
C -2.077 0.486 -0.455
N -0.931 0.606 -0.432
H -5.241 1.479 -1.054
H -3.757 1.946 -1.893
H -3.987 2.387 -0.200
H -4.801 -1.174 -1.440
H -3.098 -1.661 -1.317
H -3.593 -0.476 -2.531
H -5.064 -0.217 0.905
H -3.710 0.666 1.623
H -3.529 -1.041 1.197